# 1
Computed, not measured: a 2-piece molecular cluster, C2H8NS overall at a distorted geometry, with ωB97M-V/def2-TZVPD.

Calculated values
Orbital gap in eV: 6.90
HOMO energy in eV: -2.71
Relative energy (zero: lowest compared OMol25 entry of this formula, charge and spin) in kcal per mole: 4.1
M in g/mol: 78.2
Total charge: -1
LUMO level in eV: 4.19

```
12
Properties=species:S:1:pos:R:3:forces:R:3
S 2.3828 1.4927 1.1338 0.078 -0.019 0.014
H 1.9300 0.5518 1.9798 -0.007 0.014 0.045
C -0.9177 0.7821 -0.5310 0.286 0.307 1.038
C -0.7730 -0.7150 -0.2266 0.562 0.634 -0.893
N 0.6011 -1.1526 -0.4633 0.211 -0.323 -0.096
H -1.1817 1.0737 -1.5371 0.034 -0.255 -0.421
H -0.0102 1.3136 -0.2150 0.049 -0.188 -0.249
H -1.6621 1.1891 0.1473 -0.462 0.126 -0.079
H -1.3703 -1.2668 -0.9597 -0.519 -0.188 0.567
H -1.1068 -0.8403 0.8089 -0.103 -0.402 -0.088
H 0.8239 -1.9872 0.0699 -0.053 0.138 -0.075
H 1.2840 -0.4410 -0.2069 -0.077 0.155 0.237
```
Forces are in eV/Å.

***

# 2
Computed, not measured: the molecule C4H7N at a distorted geometry, with ωB97M-V/def2-TZVPD.

Calculated values
SMILES: C=N/C=C/C
Orbital gap in eV: 9.43
HOMO energy in eV: -8.57
Relative energy (zero: lowest compared OMol25 entry of this formula, charge and spin) in kcal per mole: 42.2
M in g/mol: 69.1
LUMO level in eV: 0.86

```
12
Properties=species:S:1:pos:R:3:forces:R:3
C -1.3734 -0.4596 -1.8687 0.246 -0.664 -0.280
C -0.4997 -0.7160 -0.6754 0.817 0.479 -0.076
C -0.3170 0.1412 0.3262 0.831 0.450 -1.137
N 0.7554 -0.0251 1.2092 -0.328 -0.427 1.862
C 1.5987 0.8960 1.3892 -0.045 -0.277 -1.998
H -0.9924 0.3986 -2.4249 -0.455 0.314 0.185
H -1.3037 -1.2673 -2.6006 0.003 -0.198 0.239
H -2.4260 -0.3987 -1.5995 -0.002 0.455 -0.064
H 0.3158 -1.4333 -0.7422 -0.550 -0.619 0.009
H -0.7646 1.1313 0.3140 -0.536 -0.161 0.351
H 1.6475 1.6233 0.5640 0.112 0.802 0.764
H 2.4130 0.8310 2.1003 -0.094 -0.153 0.147
```
Forces are in eV/Å.

***

# 3
Computed, not measured: C29H30ClCoN3O3PS as an isolated structure at a distorted geometry, with ωB97M-V/def2-TZVPD.

Calculated values
Orbital gap (spin up / spin down) in eV: 6.45 / 7.39
Expectation value of S²: 1.185
HOMO energy (spin up / spin down) in eV: -10.38 / -10.39
M in g/mol: 626.0
Spin multiplicity: 2
Total charge: +1
LUMO level (spin up / spin down) in eV: -3.93 / -3.00

```
69
Properties=species:S:1:pos:R:3:forces:R:3
Co 0.2847 0.5632 0.1720 -0.236 0.180 -0.082
N -1.3868 1.9472 0.1520 0.426 -0.612 -0.375
C -2.6898 1.3860 0.4309 -0.243 -0.087 0.128
C -3.7697 2.2075 0.7212 0.050 0.093 -0.040
C -5.0188 1.6547 0.9525 0.059 -0.014 0.004
C -5.1962 0.2804 0.8804 -0.058 -0.093 0.039
C -4.1152 -0.5448 0.6226 -0.003 0.090 -0.050
C -2.8537 0.0032 0.4048 0.290 0.104 0.152
P -1.3582 -1.0165 0.2286 -0.628 -0.219 -0.303
C -1.7359 -2.4442 1.2958 0.393 0.106 0.128
C -2.2048 -3.6476 0.7762 0.000 0.031 -0.052
C -2.5177 -4.6951 1.6298 -0.060 -0.039 0.036
C -2.3922 -4.5435 3.0031 0.043 0.013 -0.024
C -1.9354 -3.3415 3.5270 0.002 0.025 0.065
C -1.5922 -2.3033 2.6766 -0.046 0.091 -0.035
C -1.3876 -1.6863 -1.4504 0.236 0.060 0.041
C -2.3199 -1.2844 -2.3989 0.003 0.038 0.146
C -2.2208 -1.7559 -3.6981 -0.024 -0.027 -0.065
C -1.2087 -2.6351 -4.0448 -0.013 0.017 0.010
C -0.2770 -3.0379 -3.0981 0.059 -0.040 0.002
C -0.3529 -2.5522 -1.8065 -0.103 0.049 0.042
H -1.2799 2.0543 -0.8609 0.074 0.094 -0.006
H -1.3156 2.8777 0.5506 0.176 -0.054 0.105
H -3.6340 3.2819 0.7624 -0.006 0.005 -0.012
H -5.8537 2.2974 1.1955 -0.009 0.018 -0.039
H -6.1728 -0.1510 1.0510 -0.011 0.003 0.006
H -4.2437 -1.6193 0.6055 -0.010 -0.019 0.014
H -2.3384 -3.7631 -0.2909 0.064 -0.025 -0.018
H -2.8702 -5.6301 1.2161 -0.024 -0.006 0.009
H -2.6483 -5.3573 3.6677 -0.016 -0.018 -0.013
H -1.8562 -3.2091 4.5981 0.023 -0.019 0.014
H -1.2329 -1.3636 3.0845 -0.039 0.013 0.041
H -3.1136 -0.6007 -2.1252 -0.006 0.016 -0.050
H -2.9273 -1.4231 -4.4459 -0.036 -0.019 0.007
H -1.1341 -2.9966 -5.0608 0.010 0.003 -0.017
H 0.5211 -3.7124 -3.3773 0.011 0.005 0.009
H 0.3880 -2.8356 -1.0660 0.054 -0.035 -0.064
C 4.5235 3.3316 -2.9069 -0.005 -0.003 0.004
C 3.8245 3.5699 -1.5959 -0.061 -0.081 -0.046
C 4.6041 3.8361 -0.4735 -0.101 -0.054 0.060
C 4.0261 4.1262 0.7477 0.152 -0.019 0.092
Cl 5.0465 4.3806 2.1392 -0.056 0.021 -0.047
C 2.6522 4.2189 0.8782 0.002 -0.104 0.089
C 1.8685 3.9390 -0.2243 -0.061 -0.155 -0.057
C 2.4333 3.5703 -1.4453 0.112 -0.031 0.125
O 1.5490 3.3774 -2.4614 -0.318 -0.004 -0.215
C 1.5793 2.2708 -3.3521 -0.420 -0.798 0.314
C 0.7858 0.9780 -2.9310 0.607 0.978 -0.910
O 0.5875 0.1823 -3.8261 -0.037 -0.162 0.359
O 0.3838 0.9042 -1.7160 -0.183 0.283 0.819
H 5.4082 3.9636 -2.9699 0.004 0.002 -0.005
H 3.8859 3.5581 -3.7576 0.028 0.044 -0.007
H 4.8594 2.2958 -2.9871 -0.037 -0.021 -0.083
H 5.6819 3.8274 -0.5722 0.012 0.011 0.052
H 2.2071 4.4882 1.8267 0.026 0.036 -0.016
H 0.7893 4.0243 -0.1679 0.033 -0.014 -0.040
H 2.5806 1.9165 -3.5922 0.047 0.186 -0.009
H 1.0839 2.6174 -4.2567 0.190 -0.018 -0.072
C 1.7375 -2.3938 3.8920 0.012 0.115 0.135
N 1.6252 -1.7161 2.6125 0.251 0.133 0.062
C 2.4872 -0.8159 2.1462 -0.442 -0.304 -0.003
N 3.4586 -0.3708 2.9291 0.235 -0.036 0.147
S 2.3915 -0.2949 0.5137 -0.239 0.449 -0.396
H 1.0413 -3.2272 3.9006 0.004 0.007 -0.007
H 1.4918 -1.7291 4.7236 -0.001 0.000 -0.011
H 2.7468 -2.7858 4.0313 -0.026 -0.049 -0.015
H 0.9051 -2.0088 1.9724 0.026 -0.080 -0.049
H 3.5792 -0.7325 3.8614 0.077 0.057 0.002
H 4.1361 0.2949 2.5806 -0.235 -0.115 -0.024
```
Forces are in eV/Å.

***

# 4
Computed, not measured: C39H44CrN3O2PS2 as an isolated structure, with ωB97M-V/def2-TZVPD.

Calculated values
Orbital gap (spin up / spin down) in eV: 6.83 / 7.41
Expectation value of S²: 0.761
HOMO energy (spin up / spin down) in eV: -16.35 / -16.36
M in g/mol: 733.9
Spin multiplicity: 2
Total charge: +3
LUMO level (spin up / spin down) in eV: -9.52 / -8.95

```
92
Properties=species:S:1:pos:R:3:forces:R:3
Cr 0.0146 0.1138 -0.8056 0.004 0.467 0.421
C 0.6468 -0.3972 -3.7894 -0.043 0.139 0.066
C 2.1285 -0.6197 -3.4920 -0.007 -0.013 -0.036
C 2.4928 -2.0932 -3.3544 0.000 0.002 0.012
C 2.5597 0.2354 -2.3016 -0.022 -0.051 0.077
C 4.0604 0.1899 -2.0214 0.070 -0.003 0.045
O 4.1409 -0.1422 -0.6132 -0.042 0.012 -0.036
C 2.9364 -0.3216 -0.1338 -0.107 -0.008 0.150
N 1.9519 -0.1896 -0.9871 0.220 -0.010 -0.250
C 2.9153 -0.5657 1.3208 -0.049 -0.039 -0.067
C 4.1354 -0.9296 1.8970 0.013 -0.031 0.057
C 4.2557 -1.0856 3.2679 -0.026 0.018 -0.036
C 3.1658 -0.8400 4.0869 -0.002 0.013 -0.019
C 1.9513 -0.4734 3.5249 0.016 -0.005 0.018
C 1.7974 -0.3608 2.1459 0.001 -0.016 -0.003
P 0.1331 0.0639 1.5657 0.048 -0.051 -0.020
C -0.2110 1.6176 2.4364 0.004 -0.014 0.017
C -1.4336 1.8930 3.0459 -0.048 -0.006 -0.021
C -1.6200 3.0942 3.7149 0.032 0.013 -0.008
C -0.5918 4.0234 3.7853 0.010 -0.016 -0.008
C 0.6330 3.7490 3.1908 -0.031 -0.006 0.010
C 0.8230 2.5522 2.5202 0.042 0.016 -0.062
C -0.9647 -1.2187 2.2412 0.064 0.023 0.051
C -2.3378 -1.0696 2.0302 -0.018 -0.070 -0.056
C -3.2341 -2.0148 2.4991 -0.013 -0.037 0.018
C -2.7683 -3.1318 3.1828 -0.026 0.026 -0.018
C -1.4079 -3.2948 3.3878 0.034 0.036 -0.022
C -0.5066 -2.3456 2.9210 -0.008 -0.071 -0.033
H 0.2152 -1.2183 -4.3600 -0.002 0.012 -0.028
H 0.4626 0.5346 -4.3243 0.046 -0.005 -0.030
H 0.0276 -0.3059 -2.8757 -0.027 -0.181 -0.079
H 2.6862 -0.2208 -4.3460 -0.015 0.021 0.005
H 1.9622 -2.5679 -2.5335 -0.063 -0.047 0.098
H 3.5593 -2.2436 -3.1913 0.014 -0.008 -0.018
H 2.2393 -2.6240 -4.2708 -0.019 -0.009 -0.011
H 2.2292 1.2619 -2.4712 0.022 -0.016 -0.021
H 4.5733 1.1400 -2.1495 -0.027 -0.019 -0.038
H 4.5883 -0.5874 -2.5676 -0.006 0.045 -0.018
H 4.9979 -1.0852 1.2671 0.013 -0.004 -0.001
H 5.2061 -1.3742 3.6933 0.023 -0.014 0.009
H 3.2573 -0.9273 5.1606 0.001 0.003 0.027
H 1.1086 -0.2719 4.1752 -0.010 0.007 0.002
H -2.2337 1.1652 3.0455 0.045 0.047 0.017
H -2.5629 3.2933 4.2049 -0.021 0.005 0.012
H -0.7364 4.9494 4.3239 -0.005 0.025 0.009
H 1.4454 4.4586 3.2688 0.015 0.009 0.005
H 1.7953 2.3359 2.0896 -0.006 -0.006 -0.005
H -2.7021 -0.2015 1.5053 -0.043 0.064 -0.090
H -4.2966 -1.8771 2.3449 -0.008 0.001 -0.002
H -3.4649 -3.8698 3.5556 -0.009 -0.013 0.006
H -1.0403 -4.1627 3.9170 0.011 -0.016 0.011
H 0.5483 -2.5016 3.0925 0.016 -0.005 0.001
S -2.2094 0.9038 -1.2980 -0.163 -0.049 -0.136
C -3.8026 0.3410 -0.8428 0.012 0.089 0.003
N -4.4303 -0.5403 -1.6551 0.044 -0.078 -0.092
C -5.7117 -0.9391 -1.5080 0.009 0.012 0.027
C -6.4615 -0.4434 -0.4756 0.029 -0.002 -0.019
C -5.8703 0.4858 0.3810 -0.018 -0.010 -0.011
C -4.5558 0.8770 0.1976 0.078 -0.026 0.003
H -3.9148 -0.8673 -2.4659 -0.039 0.034 0.063
H -6.0833 -1.6367 -2.2445 -0.016 -0.007 -0.001
H -7.4887 -0.7533 -0.3579 -0.018 -0.006 0.007
H -6.4500 0.9169 1.1866 -0.008 0.011 0.012
H -4.0989 1.6221 0.8335 -0.003 -0.008 0.018
O 0.3893 1.9669 -1.1531 0.165 -0.129 -0.170
S 0.2966 3.4550 -0.7163 -0.197 -0.076 0.299
C -0.9553 4.2388 -1.7753 0.016 0.002 -0.093
C -0.2750 5.4229 -2.4872 0.001 -0.019 -0.014
C 1.0838 5.6619 -1.8196 -0.024 0.009 -0.004
C 1.6622 4.2795 -1.5409 0.017 0.001 -0.043
H -1.7758 4.5303 -1.1233 0.010 0.004 0.017
H -1.3023 3.4539 -2.4457 -0.040 0.022 -0.023
H -0.9028 6.3095 -2.4365 -0.001 -0.009 -0.015
H -0.1360 5.1796 -3.5400 0.014 0.003 0.009
H 0.9663 6.2182 -0.8870 0.014 0.000 0.012
H 1.7611 6.2353 -2.4497 -0.007 -0.003 -0.009
H 2.5344 4.2673 -0.8914 0.014 0.003 0.016
H 1.8555 3.7195 -2.4588 0.020 0.036 -0.006
N -0.7364 -1.8480 -0.8445 -0.150 -0.087 0.086
C 0.0480 -3.0858 -0.9224 -0.045 0.091 -0.057
C 1.0718 -3.3217 -0.0237 0.026 -0.032 -0.039
C 1.8026 -4.4961 -0.1202 0.003 -0.031 -0.049
C 1.5112 -5.4210 -1.1152 -0.014 0.015 0.035
C 0.4740 -5.1781 -2.0030 -0.016 0.007 -0.017
C -0.2683 -4.0089 -1.9038 0.094 -0.015 -0.030
H -1.3668 -1.8411 -1.6478 0.077 -0.008 0.102
H -1.3492 -1.8989 -0.0235 0.065 0.000 -0.044
H 1.3063 -2.6015 0.7435 0.011 0.075 0.079
H 2.6034 -4.6899 0.5807 0.008 0.000 0.009
H 2.0862 -6.3328 -1.1920 0.011 -0.017 -0.004
H 0.2384 -5.8982 -2.7740 -0.008 -0.013 -0.006
H -1.0771 -3.8208 -2.6007 -0.033 -0.001 -0.018
```
Forces are in eV/Å.

***

# 5
Computed, not measured: C27H23CuF2NO3P2 as an isolated structure at a distorted geometry, with ωB97M-V/def2-TZVPD.

Calculated values
Orbital gap (spin up / spin down) in eV: 8.34 / 8.71
Expectation value of S²: 0.754
HOMO energy (spin up / spin down) in eV: -8.11 / -8.59
M in g/mol: 573.0
Spin multiplicity: 2
LUMO level (spin up / spin down) in eV: 0.23 / 0.12

```
59
Properties=species:S:1:pos:R:3:forces:R:3
Cu -0.1832 0.5799 0.1550 -0.785 -0.967 0.028
O 1.8712 -0.0930 -0.0685 -0.585 -0.006 -0.597
P 2.8632 -0.1378 1.0274 1.168 0.179 0.789
C 2.4486 1.0246 2.3988 -0.610 -0.576 -0.334
P 0.8063 0.5012 3.0456 0.830 0.827 1.199
O -0.0145 -0.1982 2.0262 -0.600 -0.401 -0.498
C 1.0655 -0.6422 4.4270 -0.157 0.313 -0.276
C 0.4086 -1.8646 4.3535 0.016 0.079 -0.099
C 0.5267 -2.7701 5.3916 0.039 -0.030 0.064
C 1.2913 -2.4506 6.5006 0.002 -0.025 -0.006
C 1.9348 -1.2254 6.5800 0.125 0.052 0.106
C 1.8214 -0.3161 5.5452 -0.019 0.018 -0.104
C 0.0701 2.0338 3.6668 0.058 -0.450 -0.159
C 0.8296 2.9791 4.3472 0.058 -0.106 -0.035
C 0.2306 4.1297 4.8195 0.047 0.113 0.094
C -1.1242 4.3392 4.6104 -0.011 -0.017 -0.018
C -1.8789 3.4056 3.9185 -0.025 0.078 0.038
C -1.2846 2.2488 3.4449 0.070 -0.101 -0.017
C 4.5126 0.4085 0.4951 -0.458 -0.237 0.177
C 5.6064 -0.4434 0.4492 -0.102 -0.128 0.098
C 6.8308 0.0332 0.0167 0.147 0.001 -0.055
C 6.9615 1.3562 -0.3750 -0.001 -0.075 0.024
C 5.8656 2.2040 -0.3440 0.032 0.086 -0.043
C 4.6388 1.7327 0.0846 -0.095 0.020 0.035
C 2.9861 -1.7773 1.7889 0.076 0.325 -0.327
C 2.2471 -2.8048 1.2168 -0.030 0.127 -0.053
C 2.3134 -4.0798 1.7504 -0.035 -0.102 0.006
C 3.1168 -4.3275 2.8500 0.012 0.017 0.031
C 3.8577 -3.3030 3.4208 0.082 0.017 0.117
C 3.7961 -2.0278 2.8901 -0.005 0.059 -0.041
H 2.3464 2.0245 1.9595 0.038 -0.039 0.019
H 3.2147 1.0427 3.1736 0.036 -0.075 -0.007
H -0.1926 -2.0824 3.4845 -0.047 -0.071 -0.104
H 0.0189 -3.7201 5.3387 -0.062 -0.114 -0.015
H 1.3812 -3.1541 7.3123 0.015 -0.107 0.125
H 2.5210 -0.9801 7.4536 0.038 0.028 0.057
H 2.3047 0.6488 5.6077 0.092 0.079 0.078
H 1.8887 2.8226 4.4980 0.104 0.041 0.016
H 0.8210 4.8688 5.3436 0.005 0.016 0.012
H -1.5871 5.2403 4.9824 -0.062 0.092 0.014
H -2.9289 3.5822 3.7425 -0.088 -0.002 -0.029
H -1.8541 1.5183 2.8910 -0.129 -0.068 -0.096
H 5.4928 -1.4754 0.7508 0.068 -0.075 0.009
H 7.6844 -0.6275 -0.0189 0.057 -0.057 -0.004
H 7.9182 1.7244 -0.7116 0.110 0.043 -0.032
H 5.9681 3.2334 -0.6564 -0.028 0.045 -0.024
H 3.7778 2.3865 0.0900 -0.064 0.159 -0.006
H 1.6289 -2.5880 0.3586 -0.094 -0.001 -0.067
H 1.7425 -4.8826 1.3081 -0.058 -0.040 -0.048
H 3.1738 -5.3230 3.2635 -0.008 -0.098 0.047
H 4.4871 -3.5024 4.2759 0.034 -0.002 0.062
H 4.3843 -1.2256 3.3139 0.076 0.033 0.136
F -2.9860 0.8572 0.5853 -0.034 0.378 0.163
C -2.1200 0.0494 -0.0959 0.475 0.213 -0.269
F -2.3652 -1.2090 0.3804 0.167 -0.404 0.061
H -2.4203 0.0607 -1.1506 0.021 0.054 0.022
O 1.8449 3.7475 0.2381 1.360 0.924 0.598
C 1.0034 3.0061 -0.1287 -0.659 -0.107 -0.324
N 0.1412 2.2979 -0.5108 -0.610 0.062 -0.538
```
Forces are in eV/Å.

***

# 6
Computed, not measured: a 2-piece molecular cluster, C9H14O overall at a distorted geometry, with ωB97M-V/def2-TZVPD.

Calculated values
SMILES: Cc1ccc(O)cc1.CC
Orbital gap in eV: 9.54
HOMO energy in eV: -8.67
Relative energy (zero: lowest compared OMol25 entry of this formula, charge and spin) in kcal per mole: 51.5
M in g/mol: 138.2
LUMO level in eV: 0.87

```
24
Properties=species:S:1:pos:R:3:forces:R:3
C -0.2488 -1.2189 -3.3488 0.408 3.203 -0.812
C 0.4673 0.0298 -3.9842 3.044 -3.025 0.359
H 0.4284 -1.9040 -2.9148 0.264 -0.808 0.386
H -0.9571 -0.8000 -2.7059 -0.590 0.499 2.367
H -0.9975 -1.5673 -3.9826 -0.384 -1.648 -1.935
H 0.6279 0.8584 -3.3606 -0.155 0.940 1.507
H 0.0048 0.4387 -4.8340 -0.495 0.036 -1.445
H 1.5771 -0.3169 -4.1733 -2.088 0.810 -0.403
C 1.0234 1.9875 0.2945 4.374 -0.836 2.295
C -0.9616 -0.9589 2.9390 -0.031 0.975 0.381
C -1.6532 0.1363 2.3855 -3.148 0.183 -0.302
C 0.3600 -1.0022 2.6127 2.753 -1.443 -0.546
C -0.9912 1.0509 1.5701 2.782 -2.308 1.353
C 1.0391 -0.1856 1.6329 -0.487 -0.787 0.842
C 0.4392 0.9713 1.2119 -3.509 -0.635 0.101
O -1.5875 -1.8608 3.7959 0.288 0.705 -0.378
H -1.0065 -2.0478 4.5460 -0.028 -0.012 -0.308
H -2.8791 0.2065 2.5433 3.535 -0.065 -0.367
H 1.0423 -1.7735 3.0635 -1.039 0.418 -0.477
H -1.5233 1.8171 1.1746 -1.597 2.296 -1.112
H 1.9593 -0.6038 1.1731 -0.331 0.753 0.774
H 0.4390 2.3868 -0.4492 -1.543 0.524 -1.795
H 1.9979 1.4970 -0.1057 -1.605 1.062 0.167
H 1.3999 2.8594 0.9163 -0.418 -0.837 -0.651
```
Forces are in eV/Å.

***

The highest M belongs to which entry? C39H44CrN3O2PS2

***

Which value of M does entry 3 give? 626.0 g/mol